Record 1
{
  "formula": "C5H13OP",
  "method": "wB97M-V/def2-TZVPD",
  "e_above_lowest_kcal_mol": 70.5,
  "energy_ha": -614.78717,
  "mol_weight_g_mol": 120.132,
  "orbital_gap_ev": 9.0,
  "symbols": ["C", "C", "C", "C", "C", "O", "P", "H", "H", "H", "H", "H", "H", "H", "H", "H", "H", "H", "H", "H"],
  "positions_angstrom": [[0.387, -0.310, 1.477], [0.596, -1.502, -0.687], [1.962, 0.626, -0.309], [-0.901, 0.938, -0.859], [0.827, -0.222, 0.072], [-2.424, -0.986, 0.135], [-2.303, 0.461, -0.054], [0.225, 0.706, 1.898], [1.153, -0.841, 2.083], [-0.460, -0.895, 1.699], [0.981, -1.507, -1.676], [0.825, -2.298, -0.064], [-0.590, -1.529, -0.824], [2.068, 0.964, -1.452], [1.927, 1.578, 0.255], [2.902, 0.237, 0.032], [-0.406, 1.855, -0.566], [-0.779, 0.807, -1.908], [-2.453, 1.024, 1.254], [-3.536, 0.895, -0.505]]
}



Record 2
{
  "formula": "C5H14",
  "method": "wB97M-V/def2-TZVPD",
  "multiplicity": 2,
  "e_above_lowest_kcal_mol": 2.7,
  "total_charge": -1,
  "energy_ha": -198.82816,
  "mol_weight_g_mol": 74.167,
  "orbital_gap_ev": [2.7, 12.1],
  "symbols": ["C", "C", "H", "H", "H", "H", "H", "H", "C", "C", "C", "H", "H", "H", "H", "H", "H", "H", "H"],
  "positions_angstrom": [[0.540, -2.936, 2.315], [-0.499, -1.895, 2.735], [0.889, -2.725, 1.295], [1.361, -2.994, 3.028], [0.049, -3.908, 2.198], [-0.031, -0.902, 2.827], [-1.277, -1.803, 1.984], [-0.974, -2.128, 3.687], [0.274, 2.167, -1.817], [-1.214, 2.104, -1.491], [0.917, 0.799, -1.949], [0.480, 2.784, -2.698], [0.789, 2.724, -1.032], [-1.412, 1.269, -0.820], [0.188, 0.037, -2.218], [-1.787, 1.916, -2.402], [-1.579, 3.022, -1.026], [1.640, 0.632, -2.760], [1.379, 0.467, -1.015]]
}



Record 3
{
  "formula": "C5H14",
  "method": "wB97M-V/def2-TZVPD",
  "multiplicity": 2,
  "e_above_lowest_kcal_mol": 10.1,
  "total_charge": -1,
  "energy_ha": -198.81651,
  "mol_weight_g_mol": 74.167,
  "orbital_gap_ev": [2.6, 11.9],
  "symbols": ["C", "C", "H", "H", "H", "H", "H", "H", "C", "C", "C", "H", "H", "H", "H", "H", "H", "H", "H"],
  "positions_angstrom": [[1.869, 0.835, -0.529], [3.124, 1.441, -1.149], [0.957, 1.221, -0.973], [1.911, -0.248, -0.608], [1.883, 1.048, 0.540], [3.965, 1.671, -0.494], [2.899, 2.387, -1.653], [3.586, 0.813, -1.919], [-1.342, -0.460, 0.375], [-1.120, -1.193, 1.710], [-2.684, -0.647, -0.370], [-0.638, -0.901, -0.337], [-1.116, 0.598, 0.495], [-0.237, -1.835, 1.624], [-0.830, -0.544, 2.538], [-3.521, -0.928, 0.278], [-2.020, -1.771, 1.922], [-2.581, -1.490, -1.052], [-3.014, 0.251, -0.891]]
}



Record 4
{
  "formula": "C5H14",
  "method": "wB97M-V/def2-TZVPD",
  "e_above_lowest_kcal_mol": 9.7,
  "smiles": "CCC.CC",
  "energy_ha": -198.87366,
  "mol_weight_g_mol": 74.167,
  "orbital_gap_ev": 12.2,
  "symbols": ["C", "C", "C", "H", "H", "H", "H", "H", "H", "H", "H", "C", "C", "H", "H", "H", "H", "H", "H"],
  "positions_angstrom": [[0.144, -1.655, -0.524], [0.080, -3.144, -0.222], [1.410, -1.255, -1.267], [-0.711, -1.310, -1.119], [-0.035, -1.020, 0.352], [1.042, -3.570, 0.046], [-0.215, -3.652, -1.146], [1.467, -0.195, -1.507], [2.321, -1.561, -0.781], [-0.654, -3.351, 0.554], [1.357, -1.681, -2.279], [-0.503, 3.210, 0.372], [-1.135, 2.420, 1.549], [0.163, 2.547, -0.123], [-1.209, 3.699, -0.278], [0.240, 3.868, 0.818], [-1.154, 3.012, 2.464], [-0.484, 1.576, 1.762], [-2.123, 2.061, 1.331]]
}



Record 5
{
  "formula": "C5H14",
  "method": "wB97M-V/def2-TZVPD",
  "e_above_lowest_kcal_mol": 10.1,
  "smiles": "CCC.CC",
  "energy_ha": -198.87314,
  "mol_weight_g_mol": 74.167,
  "orbital_gap_ev": 12.2,
  "symbols": ["C", "C", "C", "H", "H", "H", "H", "H", "H", "H", "H", "C", "C", "H", "H", "H", "H", "H", "H"],
  "positions_angstrom": [[0.800, -0.579, -1.218], [1.076, -1.986, -1.773], [-0.134, 0.240, -2.125], [0.165, -0.798, -0.350], [1.623, -0.054, -0.736], [1.760, -2.123, -2.613], [-0.828, -0.395, -2.669], [-0.717, 0.931, -1.522], [0.122, -2.340, -2.173], [1.372, -2.686, -0.991], [0.402, 0.843, -2.861], [-0.580, 0.604, 1.983], [-1.051, 1.654, 2.979], [0.514, 0.599, 1.933], [-0.844, -0.448, 2.050], [-0.907, 0.970, 1.004], [-2.134, 1.770, 3.043], [-0.693, 2.614, 2.605], [-0.689, 1.504, 3.996]]
}



Record 6
{
  "formula": "C5H14",
  "method": "wB97M-V/def2-TZVPD",
  "e_above_lowest_kcal_mol": 11.1,
  "smiles": "CCC.CC",
  "energy_ha": -198.87151,
  "mol_weight_g_mol": 74.167,
  "orbital_gap_ev": 12.4,
  "symbols": ["C", "C", "C", "H", "H", "H", "H", "H", "H", "H", "H", "C", "C", "H", "H", "H", "H", "H", "H"],
  "positions_angstrom": [[0.353, -1.184, -1.594], [0.813, -1.708, -0.229], [1.113, 0.133, -1.946], [-0.705, -0.975, -1.594], [0.666, -1.915, -2.343], [1.064, -0.878, 0.418], [-0.001, -2.324, 0.167], [1.371, 0.256, -2.995], [1.644, -2.419, -0.195], [2.025, 0.214, -1.353], [0.477, 0.963, -1.653], [-1.250, 0.605, 1.626], [-0.965, 2.051, 1.964], [-2.103, 0.459, 0.956], [-0.410, 0.058, 1.225], [-1.550, 0.036, 2.516], [-0.755, 2.632, 1.074], [-0.285, 2.206, 2.793], [-1.872, 2.544, 2.358]]
}



Record 7
{
  "formula": "C5H14",
  "method": "wB97M-V/def2-TZVPD",
  "e_above_lowest_kcal_mol": 3.3,
  "smiles": "CCC.CC",
  "energy_ha": -198.88397,
  "mol_weight_g_mol": 74.167,
  "orbital_gap_ev": 12.6,
  "symbols": ["C", "C", "H", "H", "H", "H", "H", "H", "C", "C", "C", "H", "H", "H", "H", "H", "H", "H", "H"],
  "positions_angstrom": [[0.164, 0.990, 2.271], [1.378, 0.898, 1.344], [0.394, 0.664, 3.283], [-0.214, 2.003, 2.375], [-0.609, 0.344, 1.862], [1.153, 1.211, 0.323], [1.739, -0.125, 1.371], [2.183, 1.561, 1.668], [-0.441, -0.714, -1.911], [0.053, -1.739, -0.893], [-1.324, 0.376, -1.337], [0.452, -0.239, -2.330], [-0.941, -1.261, -2.708], [-0.770, -2.313, -0.475], [-0.870, 0.904, -0.487], [-1.551, 1.187, -2.033], [-2.228, -0.054, -0.899], [0.807, -2.382, -1.352], [0.628, -1.312, -0.073]]
}



Record 8
{
  "formula": "C5H14",
  "method": "wB97M-V/def2-TZVPD",
  "e_above_lowest_kcal_mol": 28.6,
  "smiles": "CCC.CC",
  "energy_ha": -198.84363,
  "mol_weight_g_mol": 74.167,
  "orbital_gap_ev": 12.1,
  "symbols": ["C", "C", "H", "H", "H", "H", "H", "H", "C", "C", "C", "H", "H", "H", "H", "H", "H", "H", "H"],
  "positions_angstrom": [[-1.614, 2.717, -0.263], [-0.715, 2.718, 0.964], [-2.516, 3.246, -0.220], [-1.004, 3.082, -1.174], [-1.855, 1.633, -0.534], [-0.161, 3.535, 1.135], [-1.342, 2.461, 1.822], [-0.090, 1.830, 0.912], [0.677, -1.453, 0.153], [0.995, -2.925, 0.446], [0.742, -1.079, -1.311], [-0.383, -1.452, 0.691], [1.310, -0.798, 0.793], [0.158, -3.591, 0.384], [0.303, -1.908, -1.905], [1.429, -3.123, 1.516], [1.661, -3.552, -0.120], [0.147, -0.170, -1.571], [1.845, -1.057, -1.660]]
}